(1)
Density functional theory data (ωB97M-V/def2-TZVPD) for a cluster of 5 separate species, C35H46BrNO12S in total.

Frontier orbital gap = 8.6 eV
HOMO energy = -0.2950 hartree
SMILES = Brc1cc2c(cc1Cc1ccccc1)Sc1ccccc1N2.CCOC(=O)OC.CCOC(=O)OC.CCOC(=O)OC.CCOC(=O)OC
Total energy = -143980.7164 eV
Largest force on an atom = 0.80 eV/Å

CARTESIAN COORDINATES (ANGSTROEM)
Br  -1.265  -3.095  6.975
C  -2.445  -2.854  5.492
C  -3.657  -2.223  5.730
C  -4.554  -1.996  4.694
C  -4.199  -2.457  3.429
C  -2.992  -3.089  3.206
C  -2.061  -3.295  4.226
C  -0.746  -3.947  3.920
C  0.264  -2.986  3.319
C  1.594  -3.015  3.720
C  2.544  -2.159  3.171
C  2.188  -1.234  2.199
C  0.859  -1.198  1.793
C  -0.084  -2.055  2.344
S  -5.353  -2.170  2.114
C  -5.883  -0.532  2.583
C  -6.119  0.472  1.656
C  -6.517  1.728  2.091
C  -6.667  1.984  3.450
C  -6.423  0.972  4.360
C  -6.029  -0.299  3.950
N  -5.774  -1.325  4.880
H  -3.878  -1.914  6.742
H  -2.737  -3.452  2.220
H  -0.323  -4.423  4.796
H  -0.894  -4.745  3.189
H  1.938  -3.701  4.483
H  3.573  -2.190  3.497
H  2.896  -0.560  1.742
H  0.554  -0.499  1.028
H  -1.090  -1.981  1.960
H  -5.978  0.270  0.607
H  -6.702  2.531  1.395
H  -6.952  2.977  3.759
H  -6.520  1.170  5.421
H  -5.892  -1.006  5.830
C  -2.805  -0.098  -5.806
C  -1.940  -0.911  -4.868
O  -2.291  -0.680  -3.494
C  -3.369  -1.334  -3.066
O  -4.044  -2.093  -3.709
O  -3.575  -0.999  -1.789
C  -4.747  -1.583  -1.207
H  -2.771  0.959  -5.537
H  -2.460  -0.211  -6.834
H  -3.846  -0.417  -5.755
H  -0.898  -0.609  -4.958
H  -1.995  -1.976  -5.093
H  -4.762  -2.663  -1.343
H  -5.643  -1.138  -1.642
H  -4.696  -1.367  -0.141
C  3.965  5.238  -0.254
C  3.379  4.412  0.871
O  1.998  4.100  0.634
C  1.778  3.098  -0.214
O  2.618  2.436  -0.767
O  0.459  2.948  -0.343
C  0.070  1.939  -1.278
H  3.359  6.127  -0.432
H  4.981  5.548  -0.014
H  3.990  4.668  -1.183
H  3.395  4.978  1.800
H  3.948  3.497  1.032
H  0.561  0.993  -1.061
H  0.299  2.255  -2.294
H  -1.004  1.812  -1.180
C  10.140  8.425  -2.420
C  9.525  7.591  -1.317
O  8.144  7.302  -1.581
C  7.926  6.312  -2.446
O  8.766  5.647  -2.993
O  6.608  6.189  -2.606
C  6.224  5.198  -3.564
H  9.548  9.324  -2.592
H  11.156  8.717  -2.154
H  10.175  7.868  -3.356
H  9.532  8.144  -0.379
H  10.078  6.666  -1.159
H  6.691  4.241  -3.346
H  6.486  5.526  -4.569
H  5.145  5.097  -3.489
C  0.325  -7.812  -2.439
C  -1.180  -7.673  -2.347
O  -1.560  -6.709  -1.355
C  -1.468  -5.435  -1.736
O  -1.123  -5.039  -2.818
O  -1.827  -4.669  -0.704
C  -1.721  -3.266  -0.957
H  0.748  -8.030  -1.458
H  0.591  -8.617  -3.124
H  0.781  -6.890  -2.797
H  -1.625  -8.613  -2.026
H  -1.617  -7.412  -3.310
H  -2.254  -2.988  -1.859
H  -0.673  -2.975  -1.030
H  -2.171  -2.753  -0.112



(2)
Density functional theory data (ωB97M-V/def2-TZVPD) for a structure of composition C35H46CrN4O3P2S.

Spin multiplicity = 5
⟨S²⟩ = 6.032
Frontier orbital gap (alpha / beta) = 6.3 / 6.5 eV
HOMO energy (alpha / beta) = -0.2595 / -0.2683 hartree
Total energy = -106979.1479 eV
Largest force on an atom = 2.39 eV/Å

CARTESIAN COORDINATES (ANGSTROEM)
Cr  0.582  -0.627  -0.893
C  -2.391  -3.111  0.013
C  -3.009  -2.003  -0.837
C  -3.330  -2.508  -2.240
P  -1.914  -0.504  -0.802
C  -2.843  0.820  -1.699
C  -2.472  0.731  -3.184
C  -2.545  2.229  -1.188
C  -1.793  -0.094  0.952
C  -2.715  0.729  1.597
C  -2.503  1.206  2.880
C  -3.433  2.200  3.508
C  -1.337  0.783  3.523
C  -0.440  -0.085  2.927
C  -0.647  -0.563  1.625
N  0.277  -1.365  0.936
C  1.092  -2.257  1.588
C  0.764  -2.871  2.812
C  1.630  -3.756  3.419
C  2.865  -4.100  2.864
C  3.781  -5.079  3.544
C  3.182  -3.537  1.640
C  2.324  -2.641  0.999
P  2.630  -2.034  -0.667
C  4.366  -1.418  -0.713
C  4.486  -0.264  0.282
C  4.778  -0.988  -2.118
C  2.558  -3.505  -1.799
C  1.602  -4.567  -1.264
C  2.125  -3.056  -3.195
H  -3.077  -3.958  0.068
H  -2.175  -2.775  1.026
H  -1.457  -3.463  -0.431
H  -3.940  -1.678  -0.356
H  -2.420  -2.795  -2.774
H  -3.864  -1.769  -2.835
H  -3.964  -3.394  -2.169
H  -3.912  0.611  -1.582
H  -1.431  1.036  -3.321
H  -3.097  1.418  -3.756
H  -2.586  -0.265  -3.606
H  -1.471  2.378  -1.105
H  -2.980  2.463  -0.221
H  -2.925  2.960  -1.904
H  -3.601  1.053  1.063
H  -4.389  2.228  2.988
H  -3.007  3.205  3.446
H  -3.617  1.962  4.557
H  -1.120  1.159  4.516
H  0.458  -0.370  3.463
H  -0.184  -2.652  3.287
H  1.336  -4.199  4.364
H  3.675  -5.030  4.627
H  4.824  -4.882  3.299
H  3.557  -6.104  3.239
H  4.121  -3.804  1.163
H  5.016  -2.240  -0.394
H  3.876  0.583  -0.045
H  5.521  0.075  0.346
H  4.159  -0.558  1.279
H  4.106  -0.214  -2.498
H  4.781  -1.821  -2.820
H  5.786  -0.571  -2.095
H  3.569  -3.927  -1.851
H  0.611  -4.137  -1.092
H  1.943  -4.995  -0.324
H  1.495  -5.370  -1.996
H  1.102  -2.665  -3.161
H  2.129  -3.903  -3.883
H  2.767  -2.280  -3.609
O  -3.028  6.311  2.995
S  -3.489  5.485  1.898
O  -3.290  4.056  2.083
O  -4.764  5.845  1.316
C  -2.296  5.914  0.566
N  -2.436  7.069  -0.074
C  -1.591  7.301  -1.069
C  -0.618  6.388  -1.470
C  -0.543  5.233  -0.706
N  -1.367  5.016  0.318
C  0.300  4.060  -0.960
C  0.600  3.256  0.140
C  1.032  1.978  -0.082
N  1.158  1.452  -1.311
C  1.007  2.262  -2.365
C  0.609  3.581  -2.233
H  -1.701  8.249  -1.585
H  0.039  6.591  -2.304
H  0.368  3.600  1.137
H  1.196  1.298  0.750
H  1.131  1.813  -3.343
H  0.401  4.169  -3.117



(3)
Density functional theory data (ωB97M-V/def2-TZVPD) for a cluster of 7 separate species, C35H46F19N5O13S in total.

Frontier orbital gap = 6.8 eV
HOMO energy = -0.3083 hartree
SMILES = C[C@H](F)Cc1c(CC(N)(N)N)c(O)cc2nsnc12.CCOC(=O)C(F)(F)F.CCOC(=O)C(F)(F)F.CCOC(=O)C(F)(F)F.CCOC(=O)C(F)(F)F.CCOC(=O)C(F)(F)F.CCOC(=O)C(F)(F)F
Total energy = -133565.4437 eV
Largest force on an atom = 7.58 eV/Å

CARTESIAN COORDINATES (ANGSTROEM)
C  1.127  -0.360  5.100
C  1.301  1.287  5.333
F  0.195  2.065  4.708
C  2.808  1.768  4.870
C  2.834  2.804  3.600
C  2.942  2.339  1.998
C  3.025  0.742  1.640
C  1.938  0.217  0.532
N  1.200  -1.051  1.005
N  2.628  -0.207  -0.782
N  0.864  1.215  0.158
C  3.000  3.560  0.865
O  3.111  3.178  -0.579
C  2.958  5.162  1.209
C  2.833  5.644  2.772
N  2.769  7.102  3.205
S  2.676  6.878  4.967
N  2.703  5.122  5.266
C  2.776  4.443  3.901
H  0.975  -0.898  6.155
H  2.110  -0.840  4.649
H  0.163  -0.604  4.472
H  1.267  1.424  6.517
H  3.508  0.833  4.703
H  3.286  2.359  5.790
H  2.824  0.106  2.629
H  4.149  0.516  1.337
H  1.857  -1.668  1.537
H  0.354  -0.801  1.564
H  2.540  0.591  -1.453
H  3.653  -0.342  -0.617
H  0.229  1.452  0.951
H  0.306  0.732  -0.607
H  2.755  3.949  -1.147
H  3.042  5.932  0.303
C  -4.591  -1.548  1.310
C  -4.626  -2.052  -0.122
O  -4.357  -0.983  -1.041
C  -3.037  -0.650  -1.209
O  -2.111  -1.206  -0.623
C  -2.890  0.463  -2.245
F  -3.779  1.480  -2.056
F  -3.096  0.010  -3.516
F  -1.654  1.036  -2.241
H  -5.276  -0.704  1.437
H  -4.871  -2.342  2.007
H  -3.593  -1.189  1.579
H  -5.629  -2.424  -0.352
H  -3.930  -2.884  -0.276
C  9.797  -1.544  -1.830
C  8.796  -0.671  -2.565
O  7.606  -0.496  -1.781
C  7.672  0.446  -0.786
O  8.673  1.117  -0.545
C  6.330  0.563  -0.065
F  5.793  -0.651  0.249
F  5.396  1.207  -0.823
F  6.412  1.254  1.106
H  9.340  -2.498  -1.546
H  10.671  -1.742  -2.457
H  10.137  -1.067  -0.906
H  8.494  -1.165  -3.494
H  9.228  0.298  -2.839
C  -4.520  -3.130  -5.529
C  -5.733  -4.008  -5.778
O  -5.750  -5.118  -4.867
C  -6.219  -4.856  -3.605
O  -6.607  -3.749  -3.236
C  -6.229  -6.127  -2.758
F  -5.070  -6.840  -2.866
F  -7.232  -6.977  -3.121
F  -6.399  -5.881  -1.429
H  -3.600  -3.723  -5.575
H  -4.463  -2.329  -6.271
H  -4.556  -2.677  -4.534
H  -5.679  -4.427  -6.787
H  -6.666  -3.437  -5.714
C  -1.187  4.726  4.372
C  -1.430  5.800  5.416
O  -1.978  6.981  4.810
C  -3.324  6.955  4.547
O  -4.051  5.997  4.797
C  -3.782  8.285  3.951
F  -2.954  8.732  2.963
F  -3.828  9.277  4.886
F  -5.027  8.222  3.401
H  -0.557  5.111  3.563
H  -0.699  3.856  4.818
H  -2.125  4.398  3.914
H  -0.477  6.090  5.870
H  -2.077  5.441  6.224
C  -8.080  -9.448  -1.936
C  -6.946  -10.450  -1.820
O  -7.249  -11.445  -0.830
C  -8.082  -12.459  -1.229
O  -8.564  -12.544  -2.357
C  -8.281  -13.468  -0.101
F  -8.541  -12.872  1.099
F  -7.177  -14.245  0.093
F  -9.315  -14.326  -0.328
H  -8.308  -9.009  -0.959
H  -7.819  -8.646  -2.633
H  -8.998  -9.927  -2.291
H  -6.039  -9.936  -1.486
H  -6.717  -10.917  -2.784
C  6.729  4.548  -2.081
C  5.687  5.639  -1.911
O  5.993  6.765  -2.748
C  5.634  6.651  -4.067
O  5.087  5.659  -4.544
C  5.971  7.930  -4.830
F  7.224  8.394  -4.554
F  5.114  8.948  -4.526
F  5.914  7.776  -6.182
H  7.734  4.944  -1.899
H  6.542  3.723  -1.388
H  6.724  4.150  -3.100
H  5.701  5.999  -0.878
H  4.676  5.268  -2.110



(4)
Density functional theory data (ωB97M-V/def2-TZVPD) for an isolated molecule of C35H46IN2O6P.

Frontier orbital gap = 6.9 eV
HOMO energy = -0.2979 hartree
Total energy = -69694.6530 eV
Largest force on an atom = 2.88 eV/Å

CARTESIAN COORDINATES (ANGSTROEM)
C  0.711  1.560  6.355
C  1.895  2.503  6.054
O  1.534  3.876  6.052
C  1.426  4.436  4.755
C  2.385  5.634  4.532
O  1.725  6.797  4.030
C  1.943  7.010  2.644
C  1.026  6.049  1.860
C  -0.309  6.379  1.682
C  -1.151  5.490  1.011
C  -0.606  4.303  0.539
C  0.737  3.982  0.728
C  1.582  4.863  1.390
C  1.181  2.630  0.195
O  2.278  2.441  -0.287
C  0.134  1.531  0.354
C  0.457  0.236  0.714
C  -0.532  -0.712  0.883
I  0.222  -2.642  1.450
C  -1.916  -0.431  0.696
P  -3.092  -1.815  1.012
N  -2.767  -2.965  0.018
O  -4.653  -1.450  0.826
O  -2.956  -2.329  2.548
C  -2.239  0.901  0.308
C  -3.685  1.353  0.039
C  -4.008  1.232  -1.495
C  -4.931  0.067  -1.930
C  -4.140  -1.203  -2.349
C  -4.040  -1.449  -3.875
C  -2.560  -1.621  -4.315
C  -1.910  -2.876  -3.653
C  -0.575  -2.559  -2.901
C  0.709  -2.819  -3.734
C  1.860  -3.267  -2.787
C  2.965  -4.106  -3.535
C  3.107  -5.526  -2.937
N  4.292  -5.724  -2.099
C  4.450  -6.862  -1.356
C  5.652  -6.810  -0.700
C  6.284  -5.546  -1.043
C  5.382  -4.951  -1.888
C  -1.214  1.847  0.162
C  -1.478  3.308  -0.213
O  -2.280  3.644  -1.059
H  0.200  1.873  7.276
H  0.029  1.436  5.502
H  1.129  0.560  6.572
H  2.414  2.168  5.141
H  2.610  2.371  6.887
H  1.541  3.703  3.939
H  0.401  4.840  4.655
H  3.229  5.395  3.860
H  2.816  5.913  5.508
H  1.620  8.036  2.408
H  2.996  6.901  2.337
H  -0.735  7.302  2.080
H  -2.215  5.665  0.855
H  2.629  4.583  1.518
H  1.501  -0.030  0.894
H  -2.007  -2.650  -0.582
H  -5.032  -1.222  1.692
H  -2.156  -1.971  2.961
H  -3.701  2.433  0.248
H  -4.429  0.907  0.705
H  -4.539  2.163  -1.762
H  -3.074  1.266  -2.078
H  -5.695  -0.119  -1.161
H  -5.480  0.419  -2.823
H  -3.157  -1.150  -1.862
H  -4.659  -2.059  -1.893
H  -4.507  -2.433  -4.067
H  -4.582  -0.727  -4.503
H  -2.003  -0.712  -4.031
H  -2.509  -1.786  -5.405
H  -1.699  -3.654  -4.406
H  -2.597  -3.334  -2.921
H  -0.633  -1.521  -2.525
H  -0.531  -3.200  -2.001
H  0.556  -3.513  -4.574
H  1.004  -1.854  -4.186
H  1.489  -3.823  -1.913
H  2.368  -2.358  -2.425
H  3.901  -3.537  -3.524
H  2.643  -4.210  -4.582
H  2.215  -5.798  -2.353
H  3.171  -6.266  -3.754
H  3.769  -7.707  -1.298
H  6.058  -7.569  -0.035
H  7.238  -5.162  -0.704
H  5.519  -3.977  -2.351